# 1
{"formula": "C4H8O", "method": "ωB97M-V/def2-TZVPD", "homo_lumo_gap_ev": 8.6, "e_above_lowest_ev": 3.637, "largest_force_ha_per_bohr": 0.008, "lumo_energy_ha": -0.002, "e_tot_ev": -6321.5306, "homo_ev": -8.7, "total_charge": 0, "species": ["C", "C", "O", "C", "C", "H", "H", "H", "H", "H", "H", "H", "H"], "coordinates": [[1.491, -1.384, 0.172], [0.208, -0.704, 0.384], [-2.091, 0.615, 0.798], [-0.165, 0.321, -0.606], [-1.144, 1.320, 0.047], [2.164, -0.680, 0.701], [1.873, -1.471, -0.856], [1.569, -2.333, 0.711], [-1.569, -0.117, 1.189], [0.646, 0.794, -1.187], [-0.748, -0.293, -1.322], [-0.560, 2.017, 0.671], [-1.675, 1.916, -0.702]], "lowdin_charge": [-0.14, -0.01, -0.10, -0.23, -0.30, 0.11, 0.08, 0.07, 0.04, 0.12, 0.15, 0.11, 0.11]}



# 2
{"formula": "C2H8NO3", "method": "ωB97M-V/def2-TZVPD", "homo_lumo_gap_ev": 9.9, "e_above_lowest_ev": 2.031, "largest_force_ha_per_bohr": 0.069, "lumo_energy_ha": -0.145, "e_tot_ev": -9828.4410, "homo_ev": -13.9, "total_charge": 1, "species": ["O", "C", "O", "C", "N", "H", "H", "H", "H", "H", "H", "H", "H", "O"], "coordinates": [[-0.310, -0.975, -1.643], [0.314, -0.773, -0.665], [0.348, -1.266, 0.559], [1.491, 0.189, -0.509], [1.619, 1.165, -1.689], [-0.228, -2.017, 0.860], [1.521, 0.636, 0.568], [2.429, -0.545, -0.162], [2.427, 1.786, -1.556], [1.678, 0.577, -2.564], [0.852, 1.891, -1.856], [-3.861, 1.578, 3.123], [-3.161, 0.573, 3.929], [-3.016, 1.100, 3.151]], "lowdin_charge": [0.18, -0.56, 0.11, -0.07, 0.20, 0.19, 0.17, 0.22, 0.17, 0.19, 0.21, 0.05, 0.02, -0.07]}



# 3
{"formula": "C43H92F12N8O17S6", "method": "ωB97M-V/def2-TZVPD", "homo_lumo_gap_ev": 0.8, "largest_force_ha_per_bohr": 0.089, "lumo_energy_ha": -0.201, "e_tot_ev": -190415.0981, "homo_ev": -6.3, "total_charge": 0, "species": ["C", "C", "C", "N", "C", "C", "C", "C", "C", "H", "H", "H", "H", "H", "H", "H", "H", "H", "H", "H", "H", "H", "H", "H", "H", "H", "H", "C", "C", "C", "N", "C", "C", "C", "C", "C", "H", "H", "H", "H", "H", "H", "H", "H", "H", "H", "H", "H", "H", "H", "H", "H", "H", "H", "C", "C", "C", "N", "C", "C", "C", "C", "C", "H", "H", "H", "H", "H", "H", "H", "H", "H", "H", "H", "H", "H", "H", "H", "H", "H", "H", "C", "C", "C", "N", "C", "C", "C", "C", "C", "H", "H", "H", "H", "H", "H", "H", "H", "H", "H", "H", "H", "H", "H", "H", "H", "H", "H", "C", "C", "O", "N", "H", "H", "C", "H", "H", "H", "H", "H", "H", "C", "O", "O", "C", "F", "F", "F", "C", "C", "H", "H", "H", "H", "H", "H", "C", "O", "O", "C", "F", "F", "F", "C", "C", "H", "H", "H", "H", "H", "H", "N", "S", "O", "O", "F", "S", "O", "O", "F", "N", "S", "O", "O", "F", "S", "O", "O", "F", "N", "S", "O", "O", "F", "S", "O", "O", "F"], "coordinates": [[-4.429, -0.292, -1.358], [-4.501, 1.190, -1.849], [-3.477, 2.132, -1.156], [-2.286, 2.537, -1.959], [-1.630, 1.414, -2.628], [-1.348, 3.366, -1.077], [-1.896, 4.718, -0.935], [-2.769, 4.889, -2.171], [-2.629, 3.589, -2.945], [-4.686, -0.459, -0.290], [-3.411, -0.653, -1.352], [-5.134, -0.929, -1.857], [-5.467, 1.612, -1.627], [-4.418, 1.192, -2.930], [-3.171, 1.631, -0.271], [-3.984, 3.061, -0.890], [-0.717, 1.768, -3.159], [-2.322, 0.989, -3.362], [-1.310, 0.677, -1.884], [-0.373, 3.359, -1.653], [-1.238, 2.891, -0.088], [-1.036, 5.391, -0.884], [-2.414, 4.904, -0.005], [-2.398, 5.662, -2.848], [-3.799, 5.083, -1.887], [-1.699, 3.662, -3.549], [-3.483, 3.272, -3.538], [-3.492, -6.714, 4.374], [-4.241, -6.013, 3.156], [-3.452, -4.782, 2.751], [-3.898, -4.151, 1.490], [-3.114, -2.886, 1.282], [-5.379, -3.729, 1.459], [-5.748, -3.510, -0.036], [-4.555, -4.191, -0.790], [-3.814, -4.994, 0.287], [-4.049, -7.603, 4.715], [-3.289, -6.025, 5.176], [-2.501, -7.087, 4.046], [-5.251, -5.730, 3.528], [-4.288, -6.676, 2.303], [-2.377, -4.982, 2.591], [-3.463, -3.972, 3.509], [-3.593, -2.336, 0.471], [-2.072, -3.168, 1.073], [-3.197, -2.280, 2.183], [-5.431, -2.892, 2.109], [-5.864, -4.617, 1.902], [-5.833, -2.457, -0.322], [-6.640, -4.092, -0.346], [-3.847, -3.580, -1.342], [-4.952, -4.842, -1.550], [-2.793, -5.192, 0.022], [-4.331, -5.888, 0.534], [4.905, 1.745, 0.011], [5.096, 1.739, -1.482], [5.597, 3.116, -1.975], [5.692, 3.349, -3.488], [6.642, 2.376, -4.144], [6.256, 4.749, -3.804], [5.689, 5.144, -5.193], [4.582, 4.121, -5.514], [4.363, 3.321, -4.241], [5.834, 2.009, 0.491], [4.696, 0.768, 0.447], [4.123, 2.462, 0.310], [4.089, 1.537, -1.905], [5.743, 1.012, -1.942], [6.584, 3.260, -1.503], [4.898, 3.892, -1.593], [7.424, 2.282, -3.404], [6.952, 2.830, -5.099], [6.105, 1.398, -4.283], [7.353, 4.690, -3.790], [5.862, 5.447, -3.029], [6.516, 5.072, -5.934], [5.296, 6.157, -5.200], [4.890, 3.428, -6.306], [3.676, 4.671, -5.855], [4.110, 2.291, -4.435], [3.608, 3.781, -3.593], [4.657, -6.057, 2.180], [4.439, -4.723, 2.978], [2.907, -4.463, 3.050], [2.457, -3.902, 4.320], [3.042, -2.549, 4.552], [2.872, -4.731, 5.511], [1.794, -4.550, 6.516], [0.580, -4.617, 5.674], [0.935, -3.835, 4.420], [5.672, -6.147, 1.886], [4.050, -6.106, 1.241], [4.446, -6.957, 2.775], [4.963, -3.893, 2.480], [4.846, -4.752, 3.976], [2.372, -5.399, 2.882], [2.514, -3.830, 2.213], [2.670, -1.819, 3.802], [4.129, -2.657, 4.401], [2.766, -2.195, 5.533], [3.771, -4.303, 5.935], [2.977, -5.761, 5.150], [1.883, -3.537, 6.942], [1.889, -5.330, 7.252], [-0.251, -4.130, 6.221], [0.321, -5.649, 5.482], [0.610, -2.815, 4.676], [0.471, -4.224, 3.493], [-6.287, 0.481, 2.827], [-5.050, -0.032, 3.418], [-4.788, -1.285, 3.443], [-4.272, 0.775, 4.137], [-3.625, 0.272, 4.703], [-3.761, 0.545, 1.169], [-4.670, 2.036, 4.626], [-7.098, 0.180, 3.476], [-6.370, -0.155, 1.902], [-6.162, 1.537, 2.568], [-4.573, 2.114, 5.740], [-5.721, 2.333, 4.421], [-4.139, 2.937, 4.249], [-0.194, -0.131, 0.809], [1.179, -0.295, 0.187], [-1.196, -0.732, 0.238], [0.216, -0.708, 2.241], [-0.861, -0.859, 3.239], [0.820, -1.997, 2.091], [1.151, -0.009, 2.860], [1.353, 0.795, -0.680], [1.825, 0.328, -2.046], [1.173, -0.404, -2.523], [1.900, 1.160, -2.745], [2.802, -0.146, -1.962], [2.127, 1.456, -0.250], [0.500, 1.437, -0.714], [-0.093, 1.010, 0.996], [2.148, -3.885, -1.486], [1.135, -3.054, -1.529], [2.102, -5.079, -1.415], [3.427, -3.185, -0.835], [4.184, -4.069, -0.106], [4.094, -2.470, -1.662], [3.008, -2.238, 0.085], [-0.061, -3.460, -2.019], [-0.831, -2.285, -2.468], [-1.839, -2.527, -2.855], [-1.035, -1.547, -1.703], [-0.277, -1.900, -3.341], [-0.645, -4.209, -1.361], [0.109, -4.187, -2.788], [4.745, -14.524, 1.989], [2.964, 6.659, -2.383], [2.058, 5.599, -1.758], [1.369, 5.768, -0.534], [2.775, 4.369, -1.795], [0.814, 5.246, -2.891], [2.439, 8.131, -2.895], [3.552, 8.670, -3.583], [1.637, 8.870, -1.960], [1.479, 7.808, -4.013], [-0.700, 2.743, -5.986], [-1.964, 2.608, -6.880], [-3.035, 2.606, -6.004], [-1.892, 1.621, -7.933], [-2.119, 3.988, -7.618], [0.801, 2.209, -5.915], [1.646, 2.992, -6.875], [0.996, 0.779, -5.636], [1.145, 2.810, -4.525], [-0.984, 5.753, 3.353], [-1.549, 4.516, 2.689], [-0.729, 3.616, 1.961], [-2.836, 4.620, 2.149], [-1.835, 3.558, 4.157], [-1.208, 7.260, 3.092], [-1.569, 7.485, 1.717], [-0.138, 7.927, 3.638], [-2.435, 7.786, 3.998]], "lowdin_charge": [-0.11, -0.17, -0.10, -0.25, 0.02, -0.11, -0.15, -0.11, -0.11, 0.02, 0.05, 0.06, 0.10, 0.10, 0.05, 0.14, 0.10, 0.12, 0.08, 0.14, 0.11, 0.11, 0.09, 0.13, 0.11, 0.13, 0.13, -0.08, -0.20, -0.15, -0.28, 0.01, -0.05, -0.09, -0.13, -0.11, 0.08, 0.06, 0.07, 0.12, 0.10, 0.14, 0.15, 0.08, 0.11, 0.08, 0.09, 0.12, 0.09, 0.13, 0.10, 0.11, 0.13, 0.11, -0.09, -0.23, -0.12, -0.24, 0.02, -0.08, -0.13, -0.14, -0.10, 0.07, 0.08, 0.09, 0.09, 0.10, 0.14, 0.11, 0.10, 0.11, 0.12, 0.13, 0.14, 0.12, 0.11, 0.12, 0.13, 0.12, 0.10, -0.08, -0.19, -0.15, -0.26, 0.04, -0.12, -0.17, -0.17, -0.08, 0.06, 0.08, 0.08, 0.11, 0.09, 0.13, 0.14, 0.11, 0.11, 0.11, 0.13, 0.15, 0.13, 0.13, 0.14, 0.12, 0.13, 0.14, -0.02, -0.57, -0.08, 0.04, 0.14, 0.28, -0.09, 0.10, 0.09, 0.09, 0.11, 0.09, 0.08, -0.44, -0.13, -0.11, -0.36, 0.00, 0.02, 0.14, -0.26, -0.04, 0.06, 0.06, 0.06, 0.12, 0.07, 0.16, -0.35, 0.05, 0.16, -0.49, 0.12, 0.22, 0.10, -0.28, -0.06, 0.09, 0.04, 0.10, 0.14, 0.12, -0.16, -0.30, 0.50, -0.25, -0.34, -0.25, 0.48, -0.28, -0.26, -0.13, -0.32, 0.44, -0.29, -0.29, -0.16, 0.56, -0.33, -0.32, -0.20, -0.30, 0.53, -0.28, -0.29, -0.31, 0.47, -0.28, -0.24, -0.19]}



# 4
{"formula": "C23H49N2OP3RuS", "method": "ωB97M-V/def2-TZVPD", "s_squared": 8.808, "spin_multiplicity": 6, "homo_lumo_gap_ev": [5.6, 3.8], "e_above_lowest_ev": 0.208, "largest_force_ha_per_bohr": 0.065, "lumo_energy_ha": [-0.283, -0.437], "e_tot_ev": -70929.3939, "homo_ev": [-13.3, -15.7], "total_charge": 3, "species": ["Ru", "P", "P", "P", "H", "C", "C", "H", "C", "C", "C", "C", "C", "C", "C", "C", "C", "H", "H", "H", "H", "H", "H", "H", "H", "H", "H", "H", "H", "H", "H", "H", "H", "H", "H", "H", "H", "H", "H", "H", "H", "H", "H", "H", "H", "H", "C", "C", "C", "C", "C", "C", "S", "H", "H", "H", "H", "H", "H", "C", "N", "C", "C", "C", "N", "C", "C", "O", "H", "H", "H", "H", "H", "H", "H", "H", "H", "H", "H", "H"], "coordinates": [[0.088, 0.340, -0.782], [1.727, 1.192, 0.511], [-1.572, 1.697, -0.068], [0.656, 1.043, -2.770], [-1.117, -2.071, -0.561], [-0.342, -1.760, -1.260], [0.991, -1.655, -0.733], [1.125, -1.943, 0.310], [1.858, 0.602, 2.232], [1.815, 2.997, 0.801], [3.414, 0.876, -0.109], [-3.188, 1.088, -0.642], [-1.775, 1.888, 1.739], [-1.538, 3.433, -0.625], [1.873, -0.099, -3.513], [1.366, 2.708, -2.893], [-0.930, 1.148, -3.688], [-0.490, -1.998, -2.317], [1.850, -1.805, -1.386], [2.271, -0.412, 2.254], [0.878, 0.571, 2.713], [2.517, 1.250, 2.825], [0.968, 3.351, 1.394], [1.842, 3.557, -0.136], [2.732, 3.231, 1.358], [3.590, -0.201, -0.166], [4.154, 1.311, 0.576], [3.568, 1.311, -1.100], [-3.952, 1.857, -0.466], [-3.462, 0.175, -0.100], [-3.148, 0.855, -1.712], [-2.716, 2.414, 1.942], [-0.946, 2.473, 2.164], [-1.795, 0.910, 2.236], [-2.452, 3.922, -0.261], [-1.512, 3.499, -1.718], [-0.667, 3.954, -0.212], [2.144, 0.245, -4.518], [1.470, -1.121, -3.583], [2.769, -0.129, -2.878], [1.471, 2.969, -3.952], [2.353, 2.727, -2.416], [0.714, 3.442, -2.405], [-0.727, 1.306, -4.756], [-1.558, 1.962, -3.294], [-1.486, 0.209, -3.542], [-0.551, -2.764, -6.600], [-1.691, -2.841, -7.421], [-1.977, -4.021, -8.112], [-1.113, -5.118, -8.032], [0.066, -5.008, -7.288], [0.366, -3.834, -6.592], [-0.250, -1.294, -5.708], [-1.076, -1.495, -4.595], [-2.321, -1.958, -7.520], [-2.873, -4.077, -8.726], [-1.342, -6.040, -8.578], [0.766, -5.839, -7.263], [1.306, -3.715, -6.060], [-3.285, -1.499, 2.059], [-2.550, -1.729, 3.274], [-3.276, -1.768, 4.519], [-2.532, -2.614, 5.534], [-1.068, -2.231, 5.630], [-0.485, -2.180, 4.299], [0.957, -2.273, 4.185], [-1.185, -1.857, 3.168], [-0.596, -1.688, 2.073], [-3.763, -0.513, 2.035], [-4.067, -2.259, 1.955], [-2.594, -1.574, 1.217], [-3.424, -0.750, 4.924], [-4.260, -2.210, 4.335], [-2.602, -3.680, 5.256], [-3.004, -2.477, 6.516], [-0.552, -3.014, 6.202], [-0.935, -1.264, 6.153], [1.460, -1.323, 4.409], [1.319, -3.033, 4.879], [1.215, -2.553, 3.164]], "lowdin_spin": [1.73, 0.10, 0.18, 0.18, 0.02, 0.18, 0.15, 0.01, 0.03, 0.03, 0.01, 0.05, 0.03, 0.04, 0.04, 0.03, 0.05, 0.02, 0.02, 0.00, 0.00, 0.00, 0.00, 0.00, 0.00, 0.00, 0.00, 0.00, 0.01, 0.00, 0.00, 0.00, 0.00, 0.00, 0.01, 0.00, 0.00, 0.01, 0.00, 0.00, 0.01, 0.00, 0.00, 0.01, 0.00, 0.01, 0.27, 0.07, 0.06, 0.27, 0.07, 0.07, 0.13, 0.03, 0.00, 0.00, 0.01, 0.00, 0.00, 0.04, 0.33, 0.03, 0.01, 0.04, 0.40, 0.05, 0.02, -0.04, 0.02, 0.02, 0.00, 0.02, 0.01, 0.00, 0.00, 0.01, 0.02, 0.03, 0.01, 0.01]}